1.
ORCA calculation (wB97M-V/def2-TZVPD) on a structure of composition C7CaF21O21S7.

Structure (ORCA input):
```
! wB97M-V def2-TZVPD RIJCOSX def2/J DEFGRID3
* xyz -5 1
Ca 0.217 0.164 -0.099
C 2.205 -2.555 3.257
F 2.248 -3.850 3.020
F 2.611 -2.398 4.535
F 3.052 -1.819 2.562
S 0.315 -1.943 3.055
O -0.062 -1.399 4.374
O 0.069 -0.921 1.966
O -0.480 -3.136 2.753
C 3.133 1.911 3.223
F 3.379 3.003 4.031
F 4.183 1.023 3.220
F 2.148 1.212 3.679
S 2.721 2.346 1.309
O 1.774 1.295 0.817
O 2.194 3.696 1.290
O 4.107 2.259 0.801
C 2.966 -3.894 -0.707
F 2.977 -5.140 -1.177
F 3.639 -3.728 0.369
F 3.530 -3.191 -1.638
S 1.071 -3.390 -0.460
O 0.367 -3.733 -1.754
O 0.749 -4.272 0.722
O 1.133 -1.931 -0.271
C -4.287 -2.120 -0.165
F -4.925 -1.361 -1.115
F -4.359 -1.467 0.969
F -4.941 -3.268 -0.025
S -2.425 -2.473 -0.680
O -1.949 -3.565 0.142
O -2.277 -2.859 -2.150
O -1.643 -1.274 -0.472
C -1.448 0.423 -4.638
F -2.653 0.248 -3.977
F -1.595 -0.005 -5.854
F -1.090 1.700 -4.661
S -0.078 -0.635 -3.680
O -0.110 -0.169 -2.297
O -0.457 -2.032 -3.844
O 1.115 -0.189 -4.315
C -2.986 2.141 3.059
F -2.411 0.953 3.389
F -4.336 1.915 3.039
F -2.685 3.070 3.972
S -2.244 2.609 1.389
O -1.068 3.389 1.681
O -1.734 1.373 0.738
O -3.220 3.389 0.717
C 0.188 4.194 -3.419
F 0.867 3.561 -4.300
F 0.679 5.452 -3.545
F -1.162 4.181 -3.621
S 0.649 3.454 -1.600
O 0.218 4.289 -0.480
O 0.025 2.141 -1.450
O 2.097 3.324 -1.683
*
```

Output
Lowest unoccupied orbital energy (eV): 9.80
Orbital gap (eV): 6.0
HOMO (eV): 3.81

=====

2.
ORCA calculation (wB97M-V/def2-TZVPD) on a structure of composition C42H56BF4N4O4PTeTi.

Structure (ORCA input):
```
! wB97M-V def2-TZVPD RIJCOSX def2/J DEFGRID3
* xyz 1 2
Ti -0.353 0.107 -0.051
C 4.345 -2.318 -2.423
C 3.779 -1.323 -1.616
N 2.609 -0.764 -1.833
C 1.918 -1.149 -2.927
C 2.424 -2.102 -3.833
C 3.653 -2.713 -3.533
C 1.751 -2.359 -5.070
C 0.696 -1.605 -5.429
C 0.175 -0.602 -4.548
C -0.829 0.284 -4.987
C -1.251 1.271 -4.153
C -0.773 1.266 -2.838
N 0.116 0.418 -2.359
C 0.686 -0.456 -3.250
H 5.309 -2.737 -2.173
H 4.329 -0.980 -0.747
H 4.054 -3.461 -4.207
H 2.148 -3.118 -5.731
H 0.222 -1.734 -6.394
H -1.227 0.183 -5.989
H -1.999 1.994 -4.442
H -1.166 1.979 -2.132
C 2.153 2.679 -2.526
C 1.309 3.498 -1.585
C 0.971 4.807 -1.935
C 0.369 5.660 -1.032
C 0.128 5.234 0.269
C 0.419 3.935 0.654
C 0.291 3.493 2.086
C 0.950 3.067 -0.312
N 1.135 1.695 0.105
C 2.252 1.356 0.624
C 3.446 2.244 0.733
C 2.328 -0.023 1.224
C 3.550 -0.387 2.006
N 1.306 -0.775 1.079
C 1.189 -1.910 1.968
C 1.192 -3.197 1.434
C 1.525 -3.431 -0.003
C 0.970 -4.268 2.285
C 0.763 -4.063 3.639
C 0.806 -2.782 4.154
C 1.028 -1.675 3.339
C 1.070 -0.324 4.004
H 1.731 2.666 -3.532
H 2.280 1.652 -2.193
H 3.142 3.138 -2.599
H 1.223 5.160 -2.929
H 0.119 6.671 -1.325
H -0.279 5.922 1.000
H -0.224 4.246 2.680
H 1.282 3.359 2.529
H -0.243 2.547 2.189
H 3.196 3.278 0.514
H 4.197 1.911 0.010
H 3.895 2.176 1.723
H 4.444 -0.067 1.471
H 3.588 -1.458 2.185
H 3.560 0.120 2.972
H 2.606 -3.416 -0.157
H 1.102 -2.666 -0.649
H 1.159 -4.403 -0.327
H 0.965 -5.271 1.878
H 0.576 -4.903 4.294
H 0.647 -2.619 5.213
H 0.207 -0.216 4.656
H 1.041 0.512 3.307
H 1.968 -0.235 4.620
F -0.990 0.236 1.904
B -2.123 -0.686 2.586
F -1.917 -1.916 2.038
F -3.286 -0.073 2.197
F -1.870 -0.587 3.919
C -3.292 -4.198 -3.910
C -2.579 -3.661 -2.683
C -3.111 -4.293 -1.408
C -1.086 -3.860 -2.792
O -2.833 -2.224 -2.723
P -2.956 -1.096 -1.634
O -3.254 0.181 -2.310
O -1.616 -1.043 -0.781
O -3.983 -1.571 -0.554
C -5.456 -1.529 -0.646
C -5.916 -0.123 -0.306
C -5.914 -1.936 -2.037
C -5.912 -2.517 0.410
H -3.158 -5.278 -3.977
H -2.891 -3.739 -4.814
H -4.359 -3.981 -3.856
H -2.842 -5.350 -1.410
H -4.198 -4.222 -1.350
H -2.682 -3.831 -0.518
H -0.855 -4.914 -2.959
H -0.620 -3.544 -1.872
H -0.683 -3.279 -3.620
H -5.592 0.581 -1.071
H -5.506 0.182 0.656
H -7.005 -0.105 -0.249
H -5.490 -1.281 -2.798
H -7.000 -1.849 -2.084
H -5.648 -2.970 -2.262
H -5.538 -2.216 1.388
H -5.549 -3.521 0.191
H -7.002 -2.542 0.442
C -2.820 3.726 -1.168
Te -2.746 1.997 0.083
C -2.814 3.123 1.885
H -3.842 3.853 -1.511
H -2.159 3.639 -2.026
H -2.507 4.581 -0.574
H -2.217 4.027 1.795
H -2.456 2.498 2.699
H -3.857 3.375 2.058
*
```

Output
Lowest unoccupied orbital energy (spin up / spin down) (eV): -3.72 / -3.69
Orbital gap (spin up / spin down) (eV): 6.7 / 6.7
HOMO (spin up / spin down) (eV): -10.40 / -10.40

=====

3.
ORCA calculation (wB97M-V/def2-TZVPD) on an isolated molecule of C18H30N4O2S.

Structure (ORCA input):
```
! wB97M-V def2-TZVPD RIJCOSX def2/J DEFGRID3
* xyz 0 1
C -3.003 -3.299 0.862
C -3.786 -2.128 0.286
C -3.508 -1.953 -1.215
C -2.131 -1.459 -1.448
N -1.083 -2.217 -1.595
N -0.002 -1.437 -1.762
C -0.410 -0.197 -1.718
S 0.585 1.219 -1.902
C 2.126 0.442 -2.506
C 3.317 0.843 -1.646
O 4.140 1.618 -2.102
N 3.406 0.335 -0.403
C 2.526 -0.647 0.193
C 3.319 -1.882 0.623
C 4.432 -1.487 1.587
C 5.320 -0.438 0.924
C 4.516 0.772 0.438
C 4.023 1.660 1.581
N -1.760 -0.137 -1.522
C -2.535 1.065 -1.417
C -2.318 1.774 -0.065
C -3.064 3.115 -0.003
C -4.351 2.746 0.733
C -3.846 1.667 1.686
O -2.829 0.969 0.986
H -1.944 -3.185 0.645
H -3.137 -3.354 1.939
H -3.338 -4.236 0.422
H -3.510 -1.210 0.806
H -4.857 -2.296 0.426
H -4.229 -1.258 -1.651
H -3.607 -2.917 -1.716
H 1.943 -0.629 -2.545
H 2.302 0.838 -3.507
H 1.750 -0.955 -0.503
H 2.038 -0.201 1.068
H 2.638 -2.596 1.086
H 3.752 -2.351 -0.263
H 3.999 -1.090 2.507
H 5.029 -2.361 1.852
H 6.090 -0.096 1.617
H 5.818 -0.891 0.064
H 5.155 1.382 -0.210
H 4.876 2.087 2.102
H 3.421 2.472 1.180
H 3.425 1.105 2.299
H -2.226 1.741 -2.221
H -3.591 0.811 -1.532
H -1.238 1.901 0.081
H -2.488 3.832 0.581
H -3.241 3.531 -0.992
H -5.085 2.331 0.042
H -4.797 3.586 1.259
H -3.419 2.118 2.592
H -4.612 0.945 1.978
*
```

Output
Lowest unoccupied orbital energy (eV): 0.56
Orbital gap (eV): 9.0
SMILES string: CCCc1nnc(SCC(=O)N2CCCC[C@@H]2C)n1C[C@H]1CCCO1
HOMO (eV): -8.39

=====

4.
ORCA calculation (wB97M-V/def2-TZVPD) on a structure of composition C42H38GeNSTi.

Structure (ORCA input):
```
! wB97M-V def2-TZVPD RIJCOSX def2/J DEFGRID3
* xyz -1 1
Ti 1.267 -1.425 -0.150
C -2.838 -2.202 0.981
C -2.040 -3.120 0.060
C -2.354 -4.580 0.418
C -0.534 -2.875 0.085
C 0.238 -3.565 -0.933
C 1.586 -3.737 -0.821
C 2.331 -3.210 0.329
C 3.779 -3.572 0.519
C 1.486 -3.047 1.494
C 0.139 -2.866 1.369
H -3.911 -2.348 0.832
H -2.612 -1.145 0.825
H -2.628 -2.432 2.028
H -2.381 -2.960 -0.967
H -2.042 -4.790 1.445
H -1.818 -5.270 -0.235
H -3.424 -4.790 0.337
H -0.273 -3.888 -1.834
H 2.146 -4.175 -1.641
H 4.258 -2.879 1.214
H 4.326 -3.515 -0.423
H 3.904 -4.586 0.920
H 1.966 -2.841 2.444
H -0.408 -2.549 2.248
S 0.636 -0.191 -4.757
C -0.984 -0.397 -4.173
C -2.188 -0.284 -4.858
C -3.363 -0.431 -4.146
C -3.332 -0.661 -2.767
C -2.135 -0.771 -2.092
C -0.938 -0.672 -2.799
N 0.332 -0.761 -2.251
C 1.242 -0.499 -3.143
C 2.658 -0.440 -2.807
C 3.609 0.011 -3.726
C 4.933 0.109 -3.341
C 5.285 -0.241 -2.035
C 4.319 -0.691 -1.142
C 2.964 -0.811 -1.485
H -2.202 -0.075 -5.920
H -4.313 -0.345 -4.658
H -4.259 -0.725 -2.212
H -2.088 -0.893 -1.020
H 3.311 0.298 -4.730
H 5.688 0.462 -4.033
H 6.321 -0.154 -1.727
H 4.623 -0.950 -0.132
C 1.343 0.148 0.932
Ge 0.173 1.543 1.387
C -0.648 1.326 3.188
C -0.483 2.245 4.226
C -1.028 2.021 5.485
C -1.763 0.870 5.733
C -1.939 -0.059 4.714
C -1.379 0.171 3.466
C -1.325 1.834 0.131
C -1.018 2.189 -1.185
C -2.013 2.516 -2.094
C -3.346 2.496 -1.700
C -3.671 2.138 -0.400
C -2.666 1.812 0.505
C 0.969 3.364 1.392
C 2.315 3.557 1.097
C 2.866 4.834 1.042
C 2.068 5.943 1.283
C 0.719 5.770 1.572
C 0.179 4.493 1.621
H 2.307 0.216 1.464
H 0.090 3.149 4.052
H -0.878 2.747 6.276
H -2.193 0.695 6.712
H -2.508 -0.963 4.897
H -1.507 -0.566 2.683
H 0.021 2.205 -1.504
H -1.751 2.780 -3.112
H -4.127 2.746 -2.409
H -4.709 2.114 -0.086
H -2.936 1.548 1.524
H 2.937 2.692 0.891
H 3.915 4.962 0.804
H 2.492 6.940 1.238
H 0.089 6.634 1.751
H -0.879 4.371 1.828
*
```

Output
Lowest unoccupied orbital energy (spin up / spin down) (eV): 2.44 / 2.44
Orbital gap (spin up / spin down) (eV): 5.4 / 5.4
HOMO (spin up / spin down) (eV): -3.00 / -3.00

=====

5.
ORCA calculation (wB97M-V/def2-TZVPD) on a cluster of 8 separate species, C30H30F5N3O15 in total.

Structure (ORCA input):
```
! wB97M-V def2-TZVPD RIJCOSX def2/J DEFGRID3
* xyz 0 1
O 0.563 2.089 -0.479
C 1.485 2.179 0.231
O 2.776 2.356 -0.148
C 3.671 2.245 0.962
C 2.725 2.527 2.160
F 2.770 3.883 2.523
O 1.450 2.275 1.616
H 4.160 1.339 1.054
H 4.427 3.038 0.898
H 2.780 1.900 3.013
O 2.702 -0.523 0.156
C 3.644 -1.111 -0.147
O 3.947 -1.689 -1.307
C 5.267 -2.342 -1.298
C 5.793 -1.907 0.073
F 6.814 -1.040 -0.014
O 4.741 -1.248 0.695
H 5.028 -3.329 -1.397
H 5.870 -1.956 -2.135
H 5.944 -2.752 0.753
O -4.265 -3.617 -5.654
C -4.212 -4.386 -4.775
O -5.018 -4.374 -3.717
C -4.442 -5.177 -2.723
C -3.302 -5.939 -3.381
F -3.748 -7.175 -3.765
O -3.129 -5.262 -4.575
H -4.134 -4.549 -1.828
H -5.195 -5.859 -2.334
H -2.353 -6.042 -2.823
O 0.221 -3.937 -2.469
C 0.069 -2.798 -2.210
O 0.749 -1.735 -2.653
C 0.116 -0.445 -2.124
C -0.825 -1.070 -1.043
F -2.140 -0.738 -1.197
O -0.838 -2.444 -1.269
H 0.877 0.104 -1.693
H -0.428 -0.010 -2.925
H -0.507 -0.837 0.004
O 0.345 -0.951 2.342
C -0.464 -0.199 2.740
O -1.745 0.086 2.265
C -2.340 1.099 3.124
C -1.446 1.075 4.293
F -1.837 0.280 5.311
O -0.241 0.578 3.838
H -2.261 2.004 2.535
H -3.387 0.818 3.260
H -1.275 2.099 4.764
C 1.983 -3.797 2.683
C 3.092 -4.575 3.064
C 3.854 -5.178 2.100
N 3.527 -5.188 0.800
C 2.421 -4.523 0.441
C 1.663 -3.773 1.324
H 1.442 -3.278 3.467
H 3.491 -4.732 4.086
H 4.809 -5.670 2.338
H 2.166 -4.428 -0.621
H 0.751 -3.257 0.982
C -3.482 6.069 2.623
C -2.385 5.540 1.951
C -1.548 4.730 2.655
N -1.666 4.378 3.912
C -2.816 4.769 4.494
C -3.689 5.641 3.916
H -4.207 6.718 2.130
H -2.170 5.829 0.912
H -0.602 4.397 2.276
H -2.999 4.566 5.533
H -4.563 6.014 4.434
C -2.315 3.705 -4.982
C -2.932 4.322 -3.928
C -2.136 4.615 -2.788
N -0.868 4.178 -2.691
C -0.297 3.607 -3.716
C -0.951 3.446 -4.904
H -2.890 3.439 -5.880
H -3.977 4.467 -4.006
H -2.509 5.155 -1.928
H 0.729 3.415 -3.576
H -0.332 2.863 -5.632
*
```

Output
Lowest unoccupied orbital energy (eV): 0.47
Orbital gap (eV): 10.1
SMILES string: O=C1OC[C@@H](F)O1.O=C1OC[C@@H](F)O1.O=C1OC[C@@H](F)O1.O=C1OC[C@@H](F)O1.O=C1OC[C@@H](F)O1.c1ccncc1.c1ccncc1.c1ccncc1
HOMO (eV): -9.60

=====

6.
ORCA calculation (wB97M-V/def2-TZVPD) on a structure of composition C12H21AlCl3GeNO7P2.

Structure (ORCA input):
```
! wB97M-V def2-TZVPD RIJCOSX def2/J DEFGRID3
* xyz 0 1
Al 0.414 -0.310 -0.808
Cl -3.408 -5.350 1.557
C -2.517 -4.249 0.548
C -2.067 -3.055 1.102
C -1.369 -2.185 0.292
Cl 2.114 -0.242 0.530
C -1.078 -2.498 -1.039
O -0.346 -1.615 -1.723
C -1.542 -3.698 -1.554
Cl -1.186 -4.096 -3.199
C -2.272 -4.580 -0.767
H -2.261 -2.847 2.141
H -2.627 -5.512 -1.181
N 3.475 2.710 -0.959
C 2.438 2.005 -1.550
C 2.675 1.449 -4.375
P 0.783 2.588 -1.185
O 0.223 3.132 -2.595
O 0.883 3.659 -0.178
O -0.119 1.369 -0.880
P 2.776 0.729 -2.742
O 1.353 -0.133 -2.574
O 3.940 -0.133 -2.522
O -0.842 -0.968 0.666
H 3.225 3.442 -0.315
H 4.438 2.479 -1.105
H 5.041 -0.100 2.306
H 1.722 1.958 -4.513
H 2.805 0.656 -5.112
H 3.490 2.163 -4.496
H -0.059 4.050 -2.511
H 1.402 -0.997 -3.008
C -0.037 -1.237 3.591
Ge -1.101 -0.154 2.388
C -3.031 -0.222 2.633
C -1.593 2.627 1.672
C -0.542 1.698 2.283
H -0.472 -2.216 3.779
H 0.069 -0.715 4.543
H 0.952 -1.366 3.152
H -3.301 0.498 3.407
H -3.401 -1.200 2.930
H -3.526 0.077 1.709
H -1.851 2.327 0.658
H -1.211 3.646 1.617
H -2.510 2.637 2.265
H 0.425 1.803 1.794
H -0.375 1.975 3.331
*
```

Output
Lowest unoccupied orbital energy (spin up / spin down) (eV): 0.37 / -0.16
Orbital gap (spin up / spin down) (eV): 8.0 / 8.3
HOMO (spin up / spin down) (eV): -7.64 / -8.47

=====

Listing molecular weight for the structures above in their given order: 1083.6; 974.2; 366.5; 709.3; 767.6; 559.2 Da.
Listing max |F| for the structures above in their given order: 6.19; 1.07; 1.17; 0.89; 4.71; 1.30 eV/A.